9 unconnected molecules or ions with the total composition C24H60F12N5O17S4, computed with the ωB97M-V functional and the def2-TZVPD basis.

```
122
Properties=species:S:1:pos:R:3:forces:R:3:mulliken_charge:R:1
C -4.558 3.303 3.804 0.162 -0.386 1.527 -1.36
C -5.953 2.820 3.673 -2.354 -0.847 -1.957 0.17
C -6.266 2.149 2.294 2.772 1.178 0.112 -0.82
O -7.568 1.928 2.093 -2.417 -1.470 0.005 -0.35
C -7.727 0.930 1.082 -1.236 -1.050 -0.028 -0.78
N -6.483 1.928 4.853 0.054 0.414 -1.509 -0.26
H -7.171 2.528 5.284 0.382 0.145 1.314 0.37
H -7.085 1.196 4.504 -0.007 -0.663 -0.671 0.31
H -5.748 1.519 5.412 -0.014 0.214 0.634 0.34
H -3.876 2.455 3.864 0.250 0.002 -0.740 0.37
H -4.455 3.743 4.796 0.113 0.639 -0.103 0.42
H -4.332 4.022 3.017 0.174 -0.220 0.129 0.40
H -6.735 3.577 3.727 0.516 0.649 -0.172 0.30
H -5.711 1.243 2.051 0.641 -0.195 0.686 0.48
H -5.960 2.850 1.518 0.756 0.502 0.162 0.41
H -7.600 1.222 0.040 -0.112 0.805 0.176 0.35
H -8.712 0.490 1.238 -0.147 0.359 -0.305 0.29
H -7.055 0.078 1.185 0.466 0.099 0.519 0.34
C 2.708 -0.351 -4.994 1.089 0.734 -0.017 -1.42
C 3.249 0.607 -6.115 -0.595 0.214 0.128 0.20
C 3.385 2.079 -5.716 0.617 0.913 0.185 -0.73
O 3.953 2.851 -6.784 -0.006 -1.967 -0.127 -0.33
C 4.357 4.166 -6.502 0.244 0.681 0.581 -0.73
N 4.674 0.109 -6.450 -0.491 0.141 0.809 -0.29
H 5.117 0.166 -5.544 0.593 -0.489 0.571 0.30
H 4.690 -0.842 -6.790 -0.128 -0.421 0.073 0.35
H 5.287 0.647 -7.046 -0.459 0.887 -0.660 0.35
H 3.341 -0.301 -4.108 0.456 0.196 0.028 0.44
H 2.771 -1.391 -5.315 -0.474 0.058 -0.217 0.39
H 1.739 -0.092 -4.567 -0.222 0.018 -0.809 0.42
H 2.642 0.531 -7.018 0.148 -0.053 -0.052 0.34
H 4.035 2.194 -4.848 0.420 -0.340 0.299 0.34
H 2.451 2.494 -5.339 -0.476 -0.170 -0.491 0.50
H 4.885 4.292 -5.557 -0.527 -0.382 0.722 0.31
H 3.479 4.811 -6.552 0.293 0.326 -0.011 0.30
H 5.178 4.481 -7.147 -0.585 -0.200 -0.855 0.27
C 3.893 -6.854 -1.244 1.618 1.323 -0.706 -1.48
C 2.909 -6.691 -0.181 -1.370 -1.096 0.426 0.21
C 2.613 -7.969 0.566 0.384 0.200 0.407 -0.77
O 1.775 -7.654 1.653 -0.222 -0.354 0.772 -0.36
C 1.521 -8.777 2.502 -1.253 -0.657 0.166 -0.83
N 3.342 -5.687 0.899 -1.020 -0.639 -1.705 -0.20
H 3.228 -4.759 0.516 0.291 0.697 0.158 0.39
H 2.659 -5.875 1.619 -0.284 0.191 0.853 0.33
H 4.276 -5.848 1.247 0.496 0.026 -0.003 0.36
H 3.663 -7.555 -2.046 -0.163 -0.199 0.450 0.41
H 4.881 -7.013 -0.812 0.190 -0.344 -0.350 0.39
H 3.896 -5.867 -1.707 0.574 -0.010 -0.495 0.42
H 2.016 -6.342 -0.699 -0.354 0.520 0.800 0.29
H 3.572 -8.305 0.959 0.204 -0.570 -0.029 0.41
H 2.172 -8.725 -0.083 0.057 -0.001 -0.097 0.49
H 1.055 -9.596 1.953 0.252 -0.061 -0.527 0.36
H 0.733 -8.548 3.219 0.211 0.668 0.032 0.24
H 2.336 -9.220 3.074 0.598 0.557 -0.310 0.35
C -4.249 -6.671 3.345 1.661 1.953 -1.245 -1.15
C -2.990 -5.789 2.823 -0.245 0.006 0.840 -0.12
C -2.777 -5.567 1.308 -3.393 -0.597 0.318 -0.70
O -3.962 -4.831 0.839 2.042 -0.182 0.621 -0.31
C -3.956 -4.502 -0.562 -0.525 -0.703 -0.531 -0.78
N -3.046 -4.426 3.498 0.372 0.670 -0.228 -0.29
H -3.937 -3.975 3.645 -0.776 -0.456 0.208 0.37
H -2.504 -4.460 4.350 -0.251 0.101 0.595 0.36
H -2.581 -3.740 2.921 0.517 0.350 -0.629 0.30
H -4.153 -7.679 2.942 -0.288 0.175 0.064 0.37
H -5.099 -6.104 2.964 -0.322 -0.602 -0.201 0.34
H -4.324 -6.669 4.433 0.356 -0.144 -0.036 0.38
H -2.047 -6.123 3.257 -0.034 -0.721 -0.301 0.42
H -2.912 -6.604 1.001 0.661 -0.103 -0.906 0.38
H -1.841 -5.113 0.983 0.048 0.023 0.246 0.52
H -3.068 -4.038 -0.993 0.170 0.640 0.806 0.32
H -4.862 -3.917 -0.714 0.351 0.163 -0.066 0.26
H -4.042 -5.394 -1.182 -0.314 -0.414 0.226 0.33
C 4.071 2.404 5.289 -0.108 1.301 0.753 -1.41
C 2.827 3.135 5.866 0.587 -0.650 -0.925 0.01
C 2.586 4.488 5.177 -0.823 -0.993 1.179 -0.71
O 1.431 5.071 5.800 0.946 -0.124 -0.787 -0.33
C 1.159 6.287 5.145 -1.017 1.786 -1.169 -0.86
N 1.603 2.209 5.561 1.323 1.114 1.534 -0.28
H 0.841 2.696 6.011 -0.971 0.419 -0.888 0.36
H 1.584 2.027 4.567 -0.726 -0.021 -0.571 0.32
H 1.674 1.351 6.089 0.418 -0.528 -0.164 0.35
H 4.196 1.375 5.624 -0.320 -0.035 -0.287 0.41
H 4.966 2.919 5.640 -0.015 0.098 0.131 0.38
H 4.094 2.556 4.210 -0.124 -0.577 -0.107 0.46
H 2.796 3.290 6.945 0.222 -0.246 -0.002 0.38
H 2.398 4.290 4.122 0.124 0.353 -0.301 0.45
H 3.457 5.123 5.339 0.126 -0.030 -0.233 0.47
H 0.264 6.780 5.522 0.079 -0.422 0.458 0.30
H 1.000 6.244 4.068 -0.401 -1.141 -0.289 0.36
H 1.920 7.066 5.083 0.804 -0.274 1.207 0.35
C -1.415 8.730 -2.575 0.502 2.416 -1.285 0.59
F -0.663 7.707 -2.240 0.827 -0.584 0.281 -0.22
F -2.590 8.280 -2.905 -1.758 -0.871 0.082 -0.22
F -1.546 9.534 -1.489 0.027 -0.334 -0.030 -0.25
S -0.834 9.767 -4.097 -0.825 0.644 -4.149 1.07
O -0.283 8.729 -5.044 -1.047 1.622 2.521 -0.66
O -2.031 10.491 -4.683 1.785 -2.289 1.920 -0.66
O 0.105 10.742 -3.589 0.518 -0.654 0.783 -0.64
C 7.077 1.919 -0.629 0.591 -2.628 0.227 0.55
F 7.431 2.350 0.615 -1.288 -0.167 -0.753 -0.23
F 5.874 2.399 -1.046 1.355 0.195 0.652 -0.20
F 8.083 2.304 -1.403 -0.489 0.699 -0.697 -0.21
S 7.097 -0.075 -0.760 2.013 -1.477 1.337 1.03
O 6.861 -0.449 -2.147 -1.121 0.969 -0.176 -0.63
O 8.508 -0.449 -0.437 -2.347 1.278 0.399 -0.66
O 6.069 -0.535 0.207 1.042 0.914 -1.072 -0.65
C -4.371 0.616 -6.586 0.905 -0.241 -2.014 0.61
F -4.302 1.838 -6.113 -0.100 0.965 0.365 -0.23
F -4.420 -0.212 -5.564 0.481 -0.885 1.026 -0.24
F -5.534 0.455 -7.222 -0.354 0.223 -0.376 -0.25
S -2.875 0.312 -7.829 1.539 -0.313 -2.918 1.10
O -3.422 0.139 -9.199 -0.381 0.621 2.276 -0.66
O -1.984 1.482 -7.736 -1.408 -0.856 0.804 -0.64
O -2.251 -0.935 -7.389 -0.521 0.317 0.996 -0.69
C -0.988 1.681 -0.624 -0.603 -2.414 1.671 0.57
F -1.143 2.725 0.224 -0.386 -0.310 -1.031 -0.20
F -2.171 1.165 -1.057 -0.271 0.549 1.075 -0.24
F -0.395 1.999 -1.717 1.570 0.999 -0.719 -0.17
S -0.125 0.309 0.449 1.678 2.668 3.547 1.08
O 1.106 0.941 0.973 -1.441 0.420 -0.455 -0.66
O -1.063 -0.002 1.539 -0.675 0.527 -0.427 -0.74
O 0.196 -0.811 -0.321 -0.074 -2.764 -2.961 -0.64
```
Forces are in eV/Å.

Summary:
Energy   -5293.6719 a.u.
Orbital gap   0.0864 hartree
Energy above the lowest of the compared OMol25 structures with the same formula, charge and spin   1196.1 kJ/mol
E_LUMO   -4.61 eV
Net charge   +1
Molar mass   1047.0 g mol⁻¹

=====

A molecular structure, CHO2Sr, computed with the ωB97M-V functional and the def2-TZVPD basis.

```
5
Properties=species:S:1:pos:R:3:forces:R:3:mulliken_charge:R:1
H -1.335 -0.896 0.236 -0.827 0.937 -1.970 0.38
O -0.485 1.010 -0.010 -1.055 0.785 -1.775 -0.84
O 0.545 -0.896 -0.006 1.120 -0.627 -1.901 -0.84
C -0.527 -0.237 -0.203 0.301 -1.296 5.534 0.51
Sr 1.801 1.018 -0.017 0.461 0.200 0.112 1.79
```
Forces are in eV/Å.

Summary:
Energy   -219.6812 a.u.
Orbital gap   0.3530 hartree
Energy above the lowest of the compared OMol25 structures with the same formula, charge and spin   0.0 kJ/mol
E_LUMO   -5.39 eV
Net charge   +1
Molar mass   132.6 g mol⁻¹

=====

A molecular structure, C7F21MgN3O15S7, computed with the ωB97M-V functional and the def2-TZVPD basis.

```
54
Properties=species:S:1:pos:R:3:forces:R:3:mulliken_charge:R:1
Mg -0.047 -0.114 -0.082 -0.812 -0.223 -0.491 2.46
C -0.124 -0.581 -4.693 0.763 -1.806 0.180 0.58
F -0.550 -0.173 -5.884 0.530 0.664 0.734 -0.18
F -0.712 -1.764 -4.480 0.314 1.237 0.520 -0.17
F 1.227 -0.772 -4.673 -2.194 0.877 -0.195 -0.15
S -0.597 0.723 -3.299 0.558 -2.168 2.851 1.03
O -2.015 1.129 -3.487 1.358 -0.302 -0.028 -0.37
O -0.325 0.044 -1.958 -0.952 2.225 -5.589 -0.22
O 0.196 1.932 -3.574 -0.570 -0.591 0.021 -0.43
C -3.324 -2.762 1.470 0.062 0.545 0.374 0.70
F -3.005 -2.341 2.685 -0.023 -0.142 -0.613 -0.17
F -2.583 -3.798 1.130 -0.183 0.082 -0.069 -0.19
F -4.622 -3.121 1.481 0.812 0.315 -0.360 -0.23
S -3.118 -1.381 0.084 1.175 -1.081 -0.658 0.80
O -2.692 -2.047 -1.116 0.928 0.130 0.746 -0.63
O -4.414 -0.816 0.011 -0.522 1.138 0.465 -0.55
N -1.807 -0.217 0.550 -4.705 -2.301 0.324 -0.35
S -2.529 0.839 1.481 -1.606 3.035 5.526 0.67
O -3.522 0.354 2.474 1.759 -0.023 -2.691 -0.67
O -1.582 1.762 2.135 -0.598 -1.528 -2.081 -0.56
C -3.554 1.965 0.315 0.521 0.070 1.618 0.61
F -3.297 1.649 -0.939 -1.081 -0.531 -0.673 -0.14
F -4.857 1.918 0.709 1.522 0.202 -1.318 -0.22
F -3.085 3.208 0.447 -0.676 0.092 0.442 -0.22
C 2.439 -2.919 2.200 1.546 1.179 -0.187 0.56
F 2.199 -2.495 3.465 0.069 -1.336 -1.423 -0.19
F 3.364 -2.064 1.686 -1.066 -0.619 0.358 -0.19
F 3.006 -4.144 2.158 -1.203 1.058 0.518 -0.22
S 0.775 -2.883 1.173 -1.916 -1.021 2.163 0.84
O 0.593 -4.194 0.592 0.450 1.298 -0.070 -0.55
O -0.251 -2.584 2.192 2.008 0.997 -2.241 -0.56
N 1.007 -1.622 -0.101 1.158 -4.827 3.194 -0.14
S 1.902 -2.415 -1.146 3.076 -1.184 -3.474 0.66
O 2.820 -3.446 -0.621 -1.669 2.123 -0.436 -0.60
O 1.147 -2.755 -2.343 0.561 0.569 1.091 -0.60
C 3.170 -1.027 -1.738 -0.912 -1.337 -0.021 0.62
F 3.660 -0.343 -0.750 0.284 0.371 1.152 -0.20
F 4.144 -1.620 -2.392 0.921 -1.113 -0.016 -0.26
F 2.645 -0.213 -2.618 -1.274 0.927 -0.505 -0.19
C 1.262 2.537 3.344 -0.563 1.156 -0.729 0.63
F 2.334 3.036 3.972 -0.278 -1.224 0.139 -0.23
F 0.335 2.076 4.185 1.267 -0.341 -0.242 -0.19
F 0.724 3.580 2.729 -0.337 -0.185 -0.402 -0.18
S 1.827 1.159 2.047 1.375 -1.157 1.231 0.73
O 3.271 1.268 1.882 -2.115 0.688 -0.507 -0.54
O 1.461 -0.086 2.657 -1.360 0.255 -0.493 -0.62
N 0.826 1.364 0.567 4.187 3.138 4.085 -0.31
S 1.615 2.574 -0.125 1.108 3.905 -1.845 0.49
O 2.417 3.532 0.652 -1.594 -1.933 -0.238 -0.56
O 2.276 2.127 -1.323 -0.876 -0.187 -0.073 -0.60
C 0.211 3.786 -0.698 0.278 -1.174 2.076 0.56
F 0.801 4.487 -1.659 -1.394 -0.139 0.148 -0.21
F -0.880 3.004 -1.120 1.609 2.078 0.329 -0.13
F -0.162 4.645 0.349 0.278 -1.882 -2.618 -0.23
```
Forces are in eV/Å.

Summary:
Energy   -6644.1229 a.u.
Orbital gap (spin up / spin down)   0.3841 / 0.1563 hartree
2S+1   2
Energy above the lowest of the compared OMol25 structures with the same formula, charge and spin   40.5 kJ/mol
E_LUMO (spin up / spin down)   2.06 / -4.14 eV
Net charge   -1
Molar mass   1013.8 g mol⁻¹

=====

2 unconnected molecules or ions with the total composition C5H11O2, computed with the ωB97M-V functional and the def2-TZVPD basis.

```
18
Properties=species:S:1:pos:R:3:forces:R:3:mulliken_charge:R:1
C 1.920 1.424 0.581 1.029 -0.281 -1.819 -0.32
C 0.767 0.803 1.330 -0.785 1.233 0.371 -0.97
C 1.991 0.640 -0.794 -1.302 -0.787 0.734 0.44
O 1.062 0.900 -1.595 0.309 0.403 -0.298 -0.71
O 2.780 -0.330 -0.818 0.449 0.327 -0.206 -0.74
H 1.856 2.478 0.302 -0.402 0.112 0.507 0.29
H 2.904 1.227 0.971 0.262 0.028 0.832 0.26
H -0.146 1.384 1.149 -0.077 -0.469 -0.807 0.20
H 0.745 0.922 2.409 0.842 -0.453 0.489 0.37
H 0.679 -0.232 1.015 -0.301 -0.109 0.314 0.18
C -1.972 -0.413 -0.841 -1.022 -1.794 -0.122 -0.48
C -1.659 -1.819 -0.286 -0.508 -0.002 -0.760 -0.93
H -1.274 0.256 -0.370 -0.338 0.793 -0.119 -0.08
H -1.927 -0.372 -1.928 0.693 0.045 0.010 0.27
H -3.050 -0.314 -0.665 0.200 0.934 0.449 0.33
H -1.917 -2.635 -0.967 -0.410 0.105 0.037 0.34
H -0.617 -1.929 -0.169 1.368 -0.071 0.353 0.29
H -2.142 -1.988 0.676 -0.009 -0.014 0.035 0.25
```
Forces are in eV/Å.

Summary:
Energy   -347.6215 a.u.
Orbital gap   0.2867 hartree
Energy above the lowest of the compared OMol25 structures with the same formula, charge and spin   74.0 kJ/mol
E_LUMO   3.99 eV
Net charge   -1
Molar mass   103.1 g mol⁻¹

=====

> Among the records above, which one has the lowest energy?

C7F21MgN3O15S7

=====

> What is the formula in the second record?

CHO2Sr

=====

> Which value of net charge does entry 4 give?

-1